Version A
C4H6N2OS in the gas phase. Source: the Open Molecules 2025 dataset; level of theory: ωB97M-V/def2-TZVPD.

## Properties
SMILES = O=CNC1=NSCC1
frontier orbital gap = 9.01 eV
LUMO level = 0.7 eV

Each line ends with the Mulliken charge.
Cartesian coordinates (Å):
H1 1.530 -2.029 0.136  0.279
C1 -2.004 0.720 0.169  -0.598
N1 -0.895 -1.630 0.041  -0.621
O1 3.547 -0.567 0.018  -0.526
H2 2.146 0.865 -0.333  0.294
N2 1.303 -1.024 0.064  -0.109
H3 -2.562 1.374 -0.517  0.326
C2 -0.041 -0.684 0.029  0.649
C3 2.404 -0.195 -0.083  0.026
H4 -2.202 0.994 1.216  0.326
C4 -0.500 0.746 -0.110  -0.693
H5 -0.232 1.075 -1.124  0.334
S1 -2.503 -1.028 -0.094  -0.050
H6 0.010 1.384 0.588  0.364



Version B
C4H6N2OS in the gas phase. Source: the Open Molecules 2025 dataset; level of theory: ωB97M-V/def2-TZVPD.

## Properties
frontier orbital gap = 8.31 eV
LUMO level = -0.9 eV

Each line ends with the Mulliken charge.
Cartesian coordinates (Å):
H1 0.997 1.231 4.418  0.244
N1 -1.330 0.620 2.059  -0.073
H2 0.254 -0.261 0.404  0.246
H3 -0.016 -1.179 -3.012  0.322
O1 -2.164 -0.255 -1.789  -0.573
C1 -1.064 -0.310 -1.301  0.637
N2 -1.555 0.442 0.845  -0.175
H4 -1.952 1.209 2.569  0.354
C2 -0.668 0.009 0.045  -0.229
H5 0.985 -1.052 -1.348  0.284
S1 0.328 0.283 2.682  0.138
C3 0.192 -0.639 -2.055  -1.081
C4 0.054 1.367 3.863  -0.445
H6 0.517 0.269 -2.325  0.351



Version C
2 unconnected molecules or ions with the total composition C4H6N2OS. Source: the Open Molecules 2025 dataset; level of theory: ωB97M-V/def2-TZVPD.

## Properties
SMILES = Oc1ncccn1.S
frontier orbital gap = 10.39 eV
LUMO level = 0.8 eV

Each line ends with the Mulliken charge.
Cartesian coordinates (Å):
H1 -2.132 0.687 -1.775  0.406
C1 -1.538 0.130 -1.062  -0.069
O1 1.615 -1.295 -1.013  -0.460
C2 -2.013 -0.190 0.201  -0.490
N1 -0.332 -0.228 -1.469  -0.622
C3 0.411 -0.917 -0.606  0.587
H2 3.504 2.347 0.969  0.151
H3 -1.414 -1.194 2.023  0.426
H4 -2.999 0.094 0.528  0.365
H5 1.664 2.287 1.471  0.131
N2 0.059 -1.270 0.621  -0.514
C4 -1.145 -0.903 1.017  0.005
S1 2.552 1.419 1.008  -0.284
H6 1.765 -0.967 -1.912  0.368



Version D
C4H6N2OS in the gas phase. Source: the Open Molecules 2025 dataset; level of theory: ωB97M-V/def2-TZVPD.

## Properties
SMILES = Nc1cnoc1CS
frontier orbital gap = 8.84 eV
LUMO level = 0.6 eV

Each line ends with the Mulliken charge.
Cartesian coordinates (Å):
C1 -0.748 -0.553 -0.073  0.844
C2 1.356 1.423 0.341  -0.597
H1 -0.660 -2.563 -0.154  0.216
C3 -2.116 -0.386 -0.483  -0.577
N1 -0.233 -1.800 0.296  -0.450
H2 1.715 1.510 1.332  0.359
C4 -0.282 0.760 0.124  0.104
S1 2.602 0.193 -0.439  -0.211
O1 -1.234 1.618 -0.289  -0.175
N2 -2.378 0.901 -0.614  -0.374
H3 2.787 -0.697 0.579  0.111
H4 0.702 -1.733 0.469  0.127
H5 -2.839 -1.096 -0.842  0.350
H6 1.327 2.421 -0.246  0.273



Which of them is the most stable? Correct choice: version C.



Version A
C4H6N2OS in the gas phase. Source: the Open Molecules 2025 dataset; level of theory: ωB97M-V/def2-TZVPD.

## Properties
SMILES = C=C1NC=NOCS1
frontier orbital gap = 9.03 eV
LUMO level = 0.5 eV

Each line ends with the Mulliken charge.
Cartesian coordinates (Å):
H1 -1.984 -1.843 1.614  0.230
S1 -1.632 0.103 -0.565  -0.130
C1 -0.922 -1.609 1.421  -0.915
C2 -0.661 1.613 -0.212  -0.377
H2 0.122 1.515 0.629  0.265
H3 -0.347 -2.204 2.141  0.269
N1 0.758 -0.786 -0.151  -0.261
C3 1.372 0.066 -1.081  0.035
H4 2.465 -0.294 -1.326  0.287
H5 -1.316 2.515 0.087  0.299
H6 1.449 -1.127 0.558  0.232
C4 -0.528 -0.932 0.310  0.630
O1 0.030 1.905 -1.508  -0.253
N2 1.192 1.079 -1.916  -0.312



Version B
C4H6N2OS in the gas phase. Source: the Open Molecules 2025 dataset; level of theory: ωB97M-V/def2-TZVPD.

## Properties
SMILES = [H]/N=C1/COC(=S)N1C
frontier orbital gap = 9.40 eV
LUMO level = 0.5 eV

Each line ends with the Mulliken charge.
Cartesian coordinates (Å):
H1 -2.214 1.080 -1.007  0.280
O1 -0.687 1.907 0.057  -0.320
H2 -0.851 -2.251 -0.784  0.255
H3 1.535 -1.638 0.931  0.340
S1 1.832 2.170 0.760  -0.376
H4 2.544 -0.388 0.394  0.324
N1 0.412 -0.028 0.293  0.138
H5 1.760 -1.314 -0.932  0.345
N2 -1.411 -1.337 -0.829  -0.630
C1 0.510 1.275 0.394  0.260
C2 -1.722 0.938 -0.019  -0.154
H6 -2.424 0.838 0.901  0.239
C3 -0.866 -0.351 -0.201  0.290
C4 1.582 -0.899 0.043  -0.991



Which of them is the most stable? Correct choice: version B.



Version A
2 unconnected molecules or ions with the total composition C4H15N2O. Source: the Open Molecules 2025 dataset; level of theory: ωB97M-V/def2-TZVPD.

## Properties
net charge = +1
frontier orbital gap = 10.61 eV
LUMO level = -2.9 eV

Each line ends with the Mulliken charge.
Cartesian coordinates (Å):
H1 -0.735 -0.103 2.221  0.386
H2 -0.052 3.413 -0.360  0.191
H3 -0.055 -2.545 0.768  0.301
N1 0.207 2.456 -0.191  -0.603
H4 0.498 1.481 -2.062  0.306
C1 -0.260 1.564 -1.283  -0.552
C2 -0.265 -0.465 0.249  0.124
H5 -2.044 0.616 -0.239  0.399
O1 2.270 -1.891 -0.459  -0.576
N2 -0.067 0.301 1.557  -0.252
H6 -0.037 1.327 1.436  0.358
H7 1.186 2.293 -0.002  0.252
H8 3.175 -1.891 -0.786  0.280
H9 -1.137 2.120 -1.661  0.426
H10 2.152 -2.829 -0.251  0.278
C3 -1.096 0.352 -0.721  -0.799
H11 0.756 -0.562 -0.140  0.332
H12 -1.685 -1.675 1.320  0.494
C4 -0.850 -1.812 0.614  -1.419
H13 -1.410 -0.147 -1.654  0.383
H14 -1.429 -2.104 -0.269  0.341
H15 0.876 0.103 1.913  0.350



Version B
2 unconnected molecules or ions with the total composition C4H15N2O. Source: the Open Molecules 2025 dataset; level of theory: ωB97M-V/def2-TZVPD.

## Properties
net charge = +1
frontier orbital gap = 9.67 eV
LUMO level = -3.1 eV

Each line ends with the Mulliken charge.
Cartesian coordinates (Å):
H1 2.759 -3.215 0.030  0.318
H2 -2.570 1.275 -0.567  0.399
H3 0.091 -1.341 -1.887  0.339
N1 -0.233 -1.421 -0.947  -0.350
N2 0.017 2.091 0.449  -0.350
H4 0.538 -1.881 -0.429  0.265
H5 -1.041 -2.023 -0.809  0.393
H6 1.755 -3.987 0.919  0.322
H7 -1.037 -0.312 0.806  0.228
C1 0.241 0.955 -0.381  -0.664
C2 0.523 2.116 1.828  -0.948
H8 -2.016 0.672 -2.116  0.324
H9 0.540 2.859 0.066  0.285
C3 -0.844 0.014 -0.257  0.384
H10 1.420 1.563 1.844  0.380
O1 1.853 -3.159 0.340  -0.680
H11 0.618 3.180 2.082  0.334
H12 -2.799 -0.440 -0.962  0.425
H13 1.342 0.471 -0.206  0.263
C4 -2.109 0.397 -1.039  -1.339
H14 0.386 1.244 -1.426  0.416
H15 -0.160 1.624 2.515  0.258



Which of them is the most stable? Correct choice: version A.



Version A
2 unconnected molecules or ions with the total composition C4H15N2O. Source: the Open Molecules 2025 dataset; level of theory: ωB97M-V/def2-TZVPD.

## Properties
net charge = +1
frontier orbital gap = 10.46 eV
LUMO level = -2.8 eV

Each line ends with the Mulliken charge.
Cartesian coordinates (Å):
H1 -2.319 -2.482 1.509  0.308
C1 0.526 2.592 0.965  -0.855
H2 0.846 3.260 0.147  0.304
H3 -0.212 3.044 1.648  0.290
O1 -1.784 -1.690 1.634  -0.621
N1 0.512 -1.056 -0.285  -0.012
H4 2.522 -1.799 -0.426  0.350
H5 1.217 -3.026 -0.573  0.323
H6 -0.148 -1.554 0.327  0.317
H7 -0.020 -0.323 -2.316  0.332
C2 -0.405 1.176 -0.810  -0.484
H8 0.230 1.815 -1.435  0.449
H9 0.848 -0.248 0.362  0.415
H10 -1.312 -0.817 -1.312  0.288
H11 -1.106 1.266 1.083  0.247
C3 -0.353 -0.288 -1.259  -0.588
H12 -1.400 1.497 -1.148  0.266
H13 1.442 2.523 1.547  0.300
H14 1.752 -1.933 -1.913  0.309
H15 -2.154 -1.293 2.436  0.294
C4 1.522 -2.000 -0.817  -0.848
N2 -0.201 1.334 0.634  -0.386



Version B
2 unconnected molecules or ions with the total composition C4H15N2O. Source: the Open Molecules 2025 dataset; level of theory: ωB97M-V/def2-TZVPD.

## Properties
net charge = +1
frontier orbital gap = 11.28 eV
LUMO level = -3.0 eV

Each line ends with the Mulliken charge.
Cartesian coordinates (Å):
H1 -0.312 2.079 0.570  0.341
N1 0.358 1.369 0.302  -0.254
H2 -0.547 -1.255 0.883  0.315
C1 0.911 -0.416 -1.266  -0.753
H3 2.753 0.551 -1.156  0.248
N2 1.921 0.576 -1.744  -0.659
H4 -2.087 -2.587 0.099  0.360
H5 -1.836 0.061 0.753  0.377
H6 0.172 1.855 3.583  0.296
H7 2.270 0.285 -2.652  0.268
H8 -2.829 -1.310 -0.987  0.340
H9 -1.195 -2.139 -1.239  0.317
C2 -0.247 0.308 -0.645  0.103
H10 0.909 1.081 1.113  0.352
C3 -1.124 -0.585 0.251  -0.611
H11 0.445 0.361 3.686  0.300
O1 0.361 1.071 3.048  -0.615
H12 1.175 1.735 -0.236  0.406
C4 -1.933 -1.720 -0.540  -1.165
H13 0.470 -1.043 -2.028  0.465
H14 -0.963 0.857 -1.265  0.252
H15 1.329 -1.135 -0.530  0.318



Which of them is the most stable? Correct choice: version B.



Version A
2 unconnected molecules or ions with the total composition C4H15N2O. Source: the Open Molecules 2025 dataset; level of theory: ωB97M-V/def2-TZVPD.

## Properties
net charge = +1
frontier orbital gap = 11.14 eV
LUMO level = -3.0 eV

Each line ends with the Mulliken charge.
Cartesian coordinates (Å):
H1 -2.567 -1.062 -2.236  0.396
C1 0.708 -0.849 0.677  -0.665
N1 -0.600 0.886 -1.464  -0.683
H2 0.496 -0.827 -2.070  0.237
H3 -1.365 -2.239 -2.689  0.421
H4 -1.531 1.207 -1.725  0.259
H5 -0.472 -2.286 -0.306  0.410
C2 -1.517 -1.187 -2.510  -1.694
H6 0.348 1.056 0.015  0.375
H7 -0.043 1.371 -2.170  0.259
H8 1.588 -1.441 0.419  0.341
C3 -0.472 -1.207 -0.231  -0.868
H9 2.028 0.717 0.164  0.378
H10 0.456 -1.117 1.708  0.314
N2 1.116 0.619 0.595  -0.147
H11 -1.415 -0.917 0.245  0.343
O1 0.871 1.675 3.694  -0.680
H12 1.607 1.051 3.802  0.338
H13 1.160 1.086 1.502  0.291
C4 -0.462 -0.566 -1.614  0.584
H14 -1.523 -0.692 -3.455  0.450
H15 1.264 2.482 4.063  0.342



Version B
2 unconnected molecules or ions with the total composition C4H15N2O. Source: the Open Molecules 2025 dataset; level of theory: ωB97M-V/def2-TZVPD.

## Properties
net charge = +1
frontier orbital gap = 9.22 eV
LUMO level = -3.4 eV

Each line ends with the Mulliken charge.
Cartesian coordinates (Å):
C1 -0.442 -0.411 -0.282  -0.868
H1 -0.888 0.295 1.705  0.171
H2 2.042 -0.477 1.563  0.484
H3 -1.630 -2.312 -1.711  0.332
H4 -0.395 -3.536 -1.418  0.331
H5 0.064 2.154 -0.057  0.241
H6 0.868 -1.910 -0.196  0.244
H7 0.654 -1.508 1.938  0.432
H8 0.931 -0.149 2.958  0.410
H9 -1.506 -0.250 -0.461  0.411
O1 -0.711 2.641 -1.488  -0.678
H10 0.033 0.144 -1.103  0.355
H11 1.504 1.585 0.771  0.410
C2 1.012 -0.472 1.923  -1.646
H12 -1.383 3.276 -1.218  0.313
H13 -0.069 3.079 -2.055  0.330
C3 -0.016 0.244 1.050  0.476
C4 -0.567 -2.468 -1.537  -0.936
N1 0.499 1.679 0.798  -0.206
H14 -0.037 -2.098 -2.420  0.330
H15 0.179 2.328 1.519  0.423
N2 -0.139 -1.837 -0.279  -0.358



Which of them is the most stable? Correct choice: version A.



Version A
2 unconnected molecules or ions with the total composition C4H15N2O. Source: the Open Molecules 2025 dataset; level of theory: ωB97M-V/def2-TZVPD.

## Properties
net charge = +1
frontier orbital gap = 9.36 eV
LUMO level = -3.2 eV

Each line ends with the Mulliken charge.
Cartesian coordinates (Å):
C1 -0.930 0.009 -1.945  -0.651
C2 0.445 -1.487 0.265  -0.595
H1 0.764 -2.495 0.023  0.236
N1 0.721 -0.998 1.668  -0.086
N2 -2.150 0.018 -1.100  -0.504
H2 0.101 1.026 -0.331  0.031
H3 -2.179 0.818 -0.488  0.186
C3 0.309 0.525 -1.287  -0.125
H4 0.792 0.023 1.615  0.204
H5 2.151 -0.159 -0.321  0.459
H6 -0.104 -1.168 2.225  0.368
H7 -2.953 0.033 -1.704  0.239
H8 0.853 1.188 -1.956  0.378
H9 0.873 2.732 1.896  0.312
O1 0.351 2.040 2.331  -0.638
H10 -0.634 -1.383 0.135  0.463
H11 1.563 -1.221 -1.576  0.398
H12 1.623 -1.335 1.995  0.386
H13 -0.217 2.317 3.056  0.299
H14 -1.065 0.388 -2.955  0.377
C4 1.245 -0.608 -0.730  -1.007
H15 -0.825 -1.070 -2.149  0.269



Version B
4 unconnected molecules or ions with the total composition C4H15N2O. Source: the Open Molecules 2025 dataset; level of theory: ωB97M-V/def2-TZVPD.

## Properties
net charge = +1
frontier orbital gap = 3.25 eV
LUMO level = -10.0 eV

Each line ends with the Mulliken charge.
Cartesian coordinates (Å):
H1 0.602 -2.468 -2.318  0.285
H2 -1.783 -0.104 0.742  0.234
H3 -2.646 2.203 -0.803  0.379
H4 1.054 -1.207 0.630  0.055
H5 0.421 0.715 1.321  0.251
H6 -3.225 0.239 0.156  0.354
H7 -1.228 2.326 0.245  0.310
C1 0.660 -1.550 -1.812  -0.467
H8 -0.122 -1.140 -1.181  0.127
C2 -1.787 1.710 -0.417  -0.707
O1 0.863 1.411 -0.078  -0.488
H9 1.809 0.237 -1.489  0.185
H10 0.051 0.347 2.851  0.330
H11 1.691 -1.172 2.211  0.354
N1 -2.270 0.330 -0.063  -0.170
C3 0.677 -1.172 1.649  -0.534
C4 1.778 -0.788 -1.901  -0.299
H12 1.689 1.874 0.033  0.247
H13 2.616 -1.328 -2.368  0.255
H14 0.276 -2.152 1.879  0.328
H15 -1.024 1.646 -1.187  0.319
N2 -0.104 0.043 1.901  -0.348



Which of them is the most stable? Correct choice: version A.